Here is a single C16H25O6P molecule from OMol25. Energies are from ωB97M-V/def2-TZVPD.

Energy relative to the best compared isomer or geometry (same formula, charge and spin) (kcal/mol): 376.1
SMILES string: CC(C)COP(=O)(OCC(C)C)[C@H](O)c1ccc2c(c1)OCO2
Lowest unoccupied orbital energy (eV): 0.640
HOMO level (eV): -8.3
Frontier orbital gap (eV): 8.97

The geometry in ORCA input format:
```
! RIJCOSX wB97M-V def2-TZVPD def2/J DEFGRID3
* xyz 0 1
P 0.99 -0.31 -0.03
O 1.63 1.19 -0.42
O 0.07 -0.71 -1.05
O 2.12 -1.63 0.22
O -3.25 2.69 -1.01
O 0.15 -0.98 2.55
O -5.05 1.51 0.32
C -1.36 0.40 1.36
C -3.65 0.24 1.54
C -2.30 -0.20 1.99
C -3.90 1.01 0.45
C 0.18 0.26 1.55
C 0.02 -2.12 -1.77
C 5.27 2.22 -0.67
C 4.04 2.04 -0.09
C -1.52 1.23 0.20
C 2.99 1.08 -1.08
C -2.77 1.68 -0.08
C -4.67 2.40 -1.14
C -1.23 -2.97 -1.01
C 4.16 1.25 1.27
C -1.05 -3.27 0.25
C -2.43 -2.36 -1.36
H 3.06 0.95 1.94
H 5.92 2.74 -0.09
H -1.83 -3.77 0.74
H 5.88 1.14 -0.89
H 4.63 1.85 2.00
H 0.54 1.07 1.90
H -4.40 -0.41 2.26
H 2.99 1.43 -1.97
H -1.12 -2.25 1.09
H 3.51 2.83 0.07
H -2.51 -1.30 -0.81
H 1.05 -2.60 -1.41
H -3.21 -2.68 -1.12
H -2.63 -1.97 -2.36
H -2.26 -0.79 2.94
H -0.02 -2.16 -2.73
H -0.70 1.74 -0.30
H 3.38 0.08 -1.10
H 1.00 -1.58 2.35
H -5.13 3.43 -0.72
H 4.66 0.17 1.02
H -1.15 -3.70 -1.95
H -5.22 2.17 -1.84
H 5.22 2.70 -1.71
H -0.13 -3.74 0.69
*
```

Atom-resolved charges from natural (NBO), all expressed in e: 2.3152, -0.8283, -0.9167, -1.1104, -0.4864, -0.7652, -0.4668, -0.0461, -0.2338, -0.2103, 0.1890, -0.2116, -0.0103, -0.5866, -0.2399, -0.2934, -0.0416, 0.2657, 0.2581, -0.2446, -0.5959, -0.6568, -0.5587, 0.1997, 0.2155, 0.2300, 0.1905, 0.2001, 0.1914, 0.2210, 0.1575, 0.2456, 0.1974, 0.1880, 0.2542, 0.1831, 0.2071, 0.2542, 0.1665, 0.2445, 0.2067, 0.5125, 0.1741, 0.2264, 0.2047, 0.1467, 0.2114, 0.2464